Entry 1:
Entry from the OMol25 dataset: a structure of composition C34H28Br2N11O3RbS2Se (ωB97M-V with the def2-TZVPD basis set).

Geometry as XYZ:
```
82
C34H28Br2N11O3RbS2Se (ωB97M-V with the def2-TZVPD basis set)
Rb -0.12890 0.97708 -0.16187
C -3.72211 -2.11556 2.41005
C -2.65947 -1.77956 1.39480
N -1.42767 -1.61633 1.68355
N -1.11327 -1.61051 3.02966
C -0.24114 -2.48704 3.42575
N 0.20541 -2.27793 4.74080
S 0.37288 -3.87952 2.62837
C -3.09525 -1.61366 -0.01744
C -4.35761 -2.06493 -0.41832
C -4.78085 -1.84780 -1.71710
C -3.94061 -1.17830 -2.58814
C -2.70145 -0.77126 -2.11181
N -2.28191 -0.98116 -0.86911
H -3.28064 -2.11034 3.40170
H -4.54100 -1.39362 2.36886
H -4.13681 -3.10833 2.21748
H -0.39037 -1.64731 5.25853
H 0.45558 -3.12946 5.21438
H -5.00253 -2.57695 0.27979
H -5.75866 -2.19052 -2.03583
H -4.21937 -0.95957 -3.61061
H -2.00801 -0.24097 -2.75119
C 2.12856 1.17701 3.75931
C 1.53214 2.50788 3.39310
C 2.10319 3.71623 3.85029
C 1.53180 4.90706 3.49974
C 0.36895 4.92571 2.69462
C -0.27753 6.10048 2.24568
Br 0.38529 7.82256 2.73410
C -1.38848 6.01896 1.44557
C -1.91208 4.78557 1.08515
Br -3.46823 4.75003 -0.00924
C -1.39265 3.53921 1.51624
O -1.89261 2.42746 1.26316
C -0.14952 3.66157 2.31822
N 0.44760 2.49940 2.65526
H 3.21994 1.19433 3.71395
H 1.75122 0.40066 3.09599
H 1.84734 0.89877 4.77855
H 2.99501 3.68746 4.46524
H 1.96482 5.84374 3.82671
H -1.87066 6.91902 1.08776
N -4.55910 3.00694 -6.93670
C -3.44904 2.79187 -6.09205
C -2.17750 2.61698 -6.62927
C -1.08341 2.43505 -5.79674
C -1.24684 2.43434 -4.42359
C -2.50975 2.63194 -3.87763
C -3.60420 2.80679 -4.70625
S 0.13166 2.14469 -3.32243
O -0.23713 2.84351 -2.10724
O 1.32698 2.56855 -4.00906
N 0.08828 0.60684 -2.93413
C 0.45698 -0.35651 -3.79861
N 0.58274 -1.59328 -3.24973
C 0.94629 -2.57609 -4.04455
C 1.18100 -2.40907 -5.40590
C 0.98733 -1.12483 -5.88244
N 0.63024 -0.10707 -5.11837
H -4.45557 2.55819 -7.83492
H -5.42881 2.72486 -6.50874
H -2.04465 2.62184 -7.70602
H -0.09429 2.28012 -6.20431
H -2.62565 2.66642 -2.80126
H -4.58562 2.96672 -4.27351
H 1.06444 -3.54998 -3.57477
H 1.48504 -3.22546 -6.04504
H 1.12451 -0.89966 -6.93861
Se 1.41922 -2.23074 -0.04537
N 2.27405 -0.83197 0.59176
C 3.57727 -1.12610 0.53278
C 4.61630 -0.26004 0.97197
C 5.91080 -0.66197 0.84597
C 6.23949 -1.92963 0.28247
C 5.26956 -2.78184 -0.15046
C 3.90665 -2.39518 -0.03652
N 2.86517 -3.13234 -0.44032
H 4.34789 0.70045 1.39256
H 6.71298 -0.01271 1.17574
H 7.28313 -2.20990 0.20067
H 5.49785 -3.74811 -0.58158
```

Computed properties:
electronic energy	-10510.54032	a.u.
total charge	-2
lowest unoccupied orbital energy	3.679	eV
frontier orbital gap	5.762	eV
maximum force	0.0189	Eh/bohr

=====

Entry 2:
Entry from the OMol25 dataset: a structure of composition C34H28BrCl2FN3O3S2Ti in a non-equilibrium geometry (ωB97M-V with the def2-TZVPD basis set).

Geometry as XYZ:
```
75
C34H28BrCl2FN3O3S2Ti (ωB97M-V with the def2-TZVPD basis set)
Ti -0.18309 0.53929 0.30719
O -0.91777 -5.23857 -4.34317
C -0.80773 -4.16796 -3.53591
C -0.26242 -2.95033 -3.93562
C -0.21634 -1.92998 -3.01051
N -0.65800 -2.02092 -1.75048
C -1.15896 -3.19350 -1.40723
Br -1.82052 -3.39952 0.36352
C -1.26616 -4.29717 -2.23316
H -0.57866 -5.03606 -5.22298
H 0.11295 -2.79968 -4.93944
H 0.21173 -0.97542 -3.29217
H -1.69635 -5.22536 -1.88960
O 0.48229 -1.00606 0.84092
C 1.46551 -1.54281 1.58332
C 2.05128 -2.74388 1.21007
C 3.05818 -3.27704 1.99358
C 3.48912 -2.61390 3.14185
C 2.90933 -1.41083 3.49531
C 1.88849 -0.86083 2.71767
C 1.26079 0.41581 3.03441
N 0.51266 1.17306 2.22157
C 0.15244 2.29540 2.96142
C 0.67534 2.20310 4.20004
N 1.37342 1.01551 4.22684
H 1.69879 -3.24299 0.31784
H 3.51535 -4.21433 1.70708
H 4.27916 -3.03194 3.74896
H 3.27234 -0.88845 4.37208
H -0.46640 3.06855 2.54866
H 0.60051 2.85077 5.05387
H 1.84882 0.62941 5.02476
Cl -1.43122 0.97755 -2.18788
C -1.89457 2.65824 -2.18155
C -2.79872 3.06978 -3.14324
C -3.17652 4.40081 -3.17139
C -2.65003 5.28446 -2.24393
C -1.74981 4.83928 -1.29029
Cl -1.13241 5.99686 -0.15853
C -1.33832 3.50149 -1.22207
S -0.18306 2.99124 0.00263
H -3.19745 2.35824 -3.85209
H -3.88275 4.74862 -3.91190
H -2.93624 6.32646 -2.24872
F -3.12717 1.61933 6.08543
C -2.93714 1.30566 4.78865
C -2.39881 0.07104 4.47424
C -2.19239 -0.23789 3.13962
C -2.50590 0.67120 2.12772
C -2.23816 0.35141 0.68948
C -3.06085 1.89624 2.48962
C -3.28580 2.22291 3.81968
H -2.16434 -0.62872 5.26510
H -1.77000 -1.20172 2.87384
H -2.47605 -0.69154 0.45814
H -2.82306 0.99706 0.03771
H -3.31533 2.61213 1.71588
H -3.72178 3.16980 4.10730
C 3.09640 0.86040 -2.94579
S 1.88416 1.68541 -1.92228
O 1.33529 0.48513 -1.11499
C 3.00528 2.52935 -0.82535
C 3.29085 3.85834 -1.08844
C 4.16055 4.53142 -0.24410
C 4.70818 3.87933 0.85266
C 4.39756 2.54940 1.10678
C 3.53936 1.85955 0.26284
H 3.86616 0.41671 -2.32004
H 3.51979 1.60493 -3.61909
H 2.57011 0.09662 -3.51576
H 2.82818 4.37019 -1.92365
H 4.39511 5.56985 -0.43308
H 5.37496 4.41363 1.51569
H 4.82766 2.04416 1.96144
H 3.28919 0.82119 0.44811
```

Computed properties:
electronic energy	-6942.45447	a.u.
total charge	+1
lowest unoccupied orbital energy	-2.946	eV
frontier orbital gap	7.476	eV
maximum force	0.0299	Eh/bohr

=====

Entry 3:
Entry from the OMol25 dataset: a structure of composition C34H28CoN3O6PS4 (ωB97M-V with the def2-TZVPD basis set).

Geometry as XYZ:
```
77
C34H28CoN3O6PS4 (ωB97M-V with the def2-TZVPD basis set)
Co 1.63594 0.53421 -0.57510
O 0.08716 1.37622 2.43815
S -0.65513 1.79704 1.26641
O -1.07879 3.16841 1.23530
O 0.10057 1.45975 0.01896
C -2.08137 0.75898 1.14022
C -2.49643 0.13573 2.30672
C -3.61966 -0.68003 2.29565
C -4.31056 -0.86755 1.11093
C -3.89012 -0.21841 -0.04442
C -2.77887 0.61933 -0.05395
P -2.34040 1.58010 -1.58356
C -1.70752 0.26582 -2.64336
C -1.86148 0.32156 -4.02362
C -1.44853 -0.71344 -4.84783
C -0.93441 -1.91998 -4.27002
C -0.67456 -1.98919 -2.95322
C -0.78609 -0.77284 -2.10629
C -3.98561 1.91639 -2.29465
C -4.74382 1.03464 -3.06467
C -5.99193 1.40725 -3.53575
C -6.50007 2.66593 -3.23883
C -5.75778 3.54913 -2.47140
C -4.50319 3.17932 -2.00869
H -1.93278 0.29277 3.21360
H -3.94832 -1.16291 3.20639
H -5.18594 -1.50253 1.08344
H -4.46091 -0.35026 -0.95357
H -2.38471 1.16433 -4.45852
H -1.60484 -0.65514 -5.91498
H -0.79377 -2.78929 -4.89813
H -0.30753 -2.89433 -2.48769
H -0.96160 -0.98659 -1.05219
H -4.35647 0.05246 -3.30537
H -6.57193 0.71538 -4.13099
H -7.47128 2.95869 -3.61417
H -6.14976 4.53030 -2.24085
H -3.91755 3.87275 -1.41672
O 6.41601 -0.26800 1.66936
C 6.35507 -1.12497 0.64387
C 7.45967 -1.96340 0.47789
C 7.48090 -2.88997 -0.53583
C 6.40657 -3.01939 -1.42871
C 5.32772 -2.19112 -1.29028
C 5.27368 -1.22444 -0.25955
C 4.11727 -0.36956 -0.20954
O 3.23685 -0.37659 -1.11147
N 4.00013 0.49706 0.87806
N 2.92402 1.24373 0.75253
C 2.80355 2.23847 1.65533
S 1.83981 3.56202 1.25737
C 2.29062 4.51864 2.72731
C 2.55132 3.52407 3.83744
S 3.61168 2.21210 3.16071
H 5.59012 0.25234 1.70490
H 8.28394 -1.86001 1.16843
H 8.34504 -3.53196 -0.64286
H 6.43368 -3.76065 -2.21310
H 4.48813 -2.25862 -1.96677
H 1.45465 5.17678 2.95804
H 3.17244 5.11289 2.48465
H 1.62687 3.05125 4.17029
H 3.06602 3.97755 4.68256
O 1.19885 0.01049 -3.13249
N 0.67199 -0.11888 -2.07905
S 1.16944 -1.86132 0.56563
C 0.18784 -2.26197 1.88408
C 0.40279 -1.67091 3.15260
C -0.30272 -2.11800 4.24807
C -1.25423 -3.12401 4.09866
C -1.50153 -3.69768 2.84988
C -0.77793 -3.29060 1.75422
H 1.12424 -0.87463 3.24086
H -0.12401 -1.68149 5.22114
H -1.80697 -3.46853 4.96277
H -2.24382 -4.47729 2.74941
H -0.92965 -3.74744 0.78637
```

Computed properties:
electronic energy	-5244.65504	a.u.
total charge	+1
multiplicity	5
lowest unoccupied orbital energy (spin up / spin down)	-3.632 / -5.440	eV
frontier orbital gap (spin up / spin down)	6.035 / 5.018	eV
maximum force	0.0161	Eh/bohr

=====

Entry 4:
Entry from the OMol25 dataset: a structure of composition C34H29BrF3InN4O2S (ωB97M-V with the def2-TZVPD basis set).

Geometry as XYZ:
```
75
C34H29BrF3InN4O2S (ωB97M-V with the def2-TZVPD basis set)
In -0.22811 0.13662 0.31341
Br 6.80189 -3.09967 1.83495
C 5.19409 -2.09375 1.89003
C 4.09105 -2.51676 1.16710
C 2.92085 -1.78075 1.21085
C 2.83754 -0.62991 1.98732
C 3.96686 -0.21251 2.69853
C 5.14333 -0.93855 2.65188
N 1.65864 0.14492 2.00953
C 1.28762 0.64998 3.11347
C 0.16261 1.57623 3.21704
C -0.13506 2.20255 4.42046
C -1.21140 3.07357 4.47070
C -1.96424 3.27134 3.32450
C -1.59381 2.60523 2.16430
N -0.54554 1.79951 2.11241
H 4.14136 -3.41893 0.57338
H 2.05194 -2.12246 0.66441
H 3.94333 0.71647 3.25544
H 6.01806 -0.60800 3.19464
H 1.79206 0.40018 4.04741
H 0.46848 2.00930 5.29792
H -1.46246 3.58337 5.39092
H -2.82505 3.92454 3.32559
H -2.15084 2.71793 1.24123
O -0.12092 -2.17247 2.46799
C -1.11193 -1.94260 1.78740
O -1.66255 -0.76524 1.65322
C -1.71221 -2.98665 0.89032
C -2.78250 -3.78871 1.25597
C -3.33194 -4.68372 0.35108
C -2.80804 -4.77467 -0.93057
C -1.74908 -3.96511 -1.30907
C -1.19702 -3.05454 -0.40895
S 0.13040 -2.02833 -0.97332
H -3.17883 -3.71310 2.26149
H -4.17024 -5.30167 0.64603
H -3.23310 -5.47035 -1.64318
H -1.33992 -4.02691 -2.30959
C -4.38837 0.72842 -0.20525
N -4.23491 0.28835 -1.58603
C -4.88123 -0.99732 -1.78635
C -2.82657 0.19599 -1.95756
C -2.10893 1.52302 -1.86150
C -2.55058 2.58667 -2.65266
C -1.95063 3.83074 -2.57148
C -0.88620 4.03011 -1.69977
C -0.43492 2.97577 -0.91966
C -1.04425 1.72364 -0.98829
H -5.44380 0.68952 0.06463
H -4.04576 1.75989 -0.11145
H -3.81667 0.10213 0.50016
H -5.93884 -0.91432 -1.53402
H -4.43529 -1.79663 -1.17024
H -4.79824 -1.28627 -2.83533
H -2.77794 -0.16564 -2.98873
H -2.31219 -0.54463 -1.32221
H -3.38697 2.42068 -3.32280
H -2.30871 4.64576 -3.18812
H -0.41638 5.00450 -1.63018
H 0.40505 3.12702 -0.24920
F 6.02306 1.31397 -3.82514
C 5.22707 0.22663 -3.78709
F 5.99605 -0.81340 -3.41990
F 4.79886 -0.00835 -5.03606
C 4.08704 0.43819 -2.82791
C 4.36292 0.86796 -1.53763
C 3.29623 1.06605 -0.68014
N 2.03013 0.86674 -1.03937
C 1.77708 0.47187 -2.28442
C 2.77530 0.23887 -3.21804
H 5.38191 1.03317 -1.21548
H 3.46273 1.40572 0.33441
H 0.73307 0.34614 -2.54716
H 2.53556 -0.09731 -4.21619
```

Computed properties:
electronic energy	-5144.53143	a.u.
lowest unoccupied orbital energy	-1.141	eV
frontier orbital gap	6.424	eV
maximum force	0.0166	Eh/bohr

=====

Entry 5:
Entry from the OMol25 dataset: a structure of composition C34H29ClN4O4Re (ωB97M-V with the def2-TZVPD basis set).

Geometry as XYZ:
```
73
C34H29ClN4O4Re (ωB97M-V with the def2-TZVPD basis set)
Re -0.13784 -0.43349 -0.11341
C 4.16966 -0.92369 0.92372
O 3.29974 -1.19192 2.07758
C 2.08344 -1.02382 1.65177
N 1.88514 -0.87629 0.38265
C 3.22289 -1.00692 -0.28262
C 3.43547 0.01734 -1.36997
C 2.49329 0.12892 -2.38610
C 2.65547 1.05084 -3.40877
C 3.78636 1.85510 -3.43971
C 4.75012 1.72377 -2.45090
C 4.57696 0.80966 -1.41967
C 0.95355 -0.93032 2.58082
C 0.98537 -0.96565 3.95996
C -0.20413 -0.75266 4.64642
C -1.37987 -0.49129 3.94879
C -1.32841 -0.47268 2.57188
N -0.18356 -0.70686 1.91340
C -2.41316 -0.16513 1.63056
N -2.14699 -0.09670 0.36859
C -3.41437 0.23740 -0.35936
C -4.43229 0.26999 0.79984
O -3.62941 0.06223 2.02130
C -3.69911 -0.74249 -1.46885
C -4.19681 -2.01569 -1.20476
C -4.37438 -2.92238 -2.23897
C -4.05384 -2.56293 -3.54110
C -3.55816 -1.29485 -3.80918
C -3.37994 -0.38727 -2.77530
H 4.95472 -1.67081 0.92732
H 4.57800 0.07162 1.08152
H 3.25736 -2.01202 -0.70540
H 1.63571 -0.53337 -2.41987
H 1.91074 1.12053 -4.19175
H 3.92659 2.56726 -4.24252
H 5.64596 2.32976 -2.48202
H 5.35380 0.72362 -0.66893
H 1.92054 -1.13764 4.47581
H -0.21316 -0.77062 5.72809
H -2.31487 -0.30123 4.45813
H -3.27863 1.23433 -0.77984
H -5.15382 -0.53792 0.76729
H -4.94133 1.22086 0.90809
H -4.44250 -2.32461 -0.19472
H -4.76880 -3.90806 -2.02757
H -4.19942 -3.26953 -4.34840
H -3.32076 -1.00780 -4.82563
H -2.99212 0.60259 -2.98606
O 1.07802 2.58611 2.06485
C 0.72515 2.69098 0.92121
C 0.66041 3.93219 0.03246
C 0.11771 3.44392 -1.32595
C -0.05533 1.97934 -1.08184
O -0.46047 1.03276 -1.82353
N 0.28647 1.60905 0.14463
H 1.65873 4.36197 -0.04044
H 0.02510 4.67827 0.50740
H 0.80693 3.59840 -2.15722
H -0.83360 3.89481 -1.61060
Cl -1.94799 -3.54017 1.18289
C -0.36996 -3.96407 0.56216
C 0.30810 -4.99028 1.20260
C 1.52303 -5.42233 0.69849
C 2.03341 -4.84387 -0.45892
C 1.34852 -3.81521 -1.07724
C 0.13386 -3.32423 -0.57507
C -0.54294 -2.18097 -1.25270
H -0.13382 -5.46230 2.07006
H 2.04881 -6.23236 1.18719
H 2.95570 -5.21409 -0.88990
H 1.73374 -3.38827 -1.99830
H -1.62530 -2.31061 -1.31828
H -0.16338 -2.06603 -2.27131
```

Computed properties:
electronic energy	-2371.03957	a.u.
total charge	+2
multiplicity	4
lowest unoccupied orbital energy (spin up / spin down)	-6.934 / -7.855	eV
frontier orbital gap (spin up / spin down)	6.740 / 6.081	eV
maximum force	0.0140	Eh/bohr

=====

Entry 6:
Entry from the OMol25 dataset: a structure of composition C34H29NO4P2Zr (ωB97M-V with the def2-TZVPD basis set).

Geometry as XYZ:
```
71
C34H29NO4P2Zr (ωB97M-V with the def2-TZVPD basis set)
Zr 1.16502 -0.36058 0.65118
C -2.09187 -2.04511 -0.44148
C -1.52590 -1.47551 -1.74845
P -0.36554 -0.07883 -1.54011
C 0.56135 0.13073 -3.06245
C 0.08630 0.95381 -4.08262
C 0.80198 1.05157 -5.26540
C 1.97978 0.33466 -5.43003
C 2.45332 -0.48786 -4.41556
C 1.74663 -0.58824 -3.22904
C -1.26339 1.45264 -1.21473
C -0.49712 2.62066 -1.12984
C -1.09600 3.81856 -0.77267
C -2.45745 3.85444 -0.48949
C -3.22139 2.69896 -0.58284
C -2.62826 1.49540 -0.94636
C -1.07182 -2.83844 0.39152
P -1.20623 -2.84834 2.26554
C -0.58316 -1.10455 2.52070
C 0.68788 -0.95557 3.11376
C 1.30315 0.30226 3.20509
C 0.65538 1.43430 2.69290
C -0.61321 1.30948 2.12605
C -1.22771 0.05387 2.05403
C -2.99278 -2.61913 2.52260
C -3.49062 -1.73231 3.47605
C -4.85200 -1.68178 3.74126
C -5.72350 -2.52431 3.06738
C -5.23218 -3.42954 2.13632
C -3.87346 -3.48232 1.86905
H -2.91860 -2.70631 -0.69908
H -2.55090 -1.25016 0.14486
H -2.32527 -1.14944 -2.41898
H -0.95650 -2.23639 -2.28988
H -0.83069 1.51637 -3.95649
H 0.43892 1.68718 -6.06142
H 2.53295 0.41752 -6.35581
H 3.36957 -1.04632 -4.54958
H 2.11291 -1.23908 -2.44078
H 0.55797 2.59950 -1.38955
H -0.50879 4.72656 -0.73338
H -2.92740 4.78984 -0.21680
H -4.28509 2.73624 -0.38924
H -3.23943 0.60576 -1.03557
H -0.03156 -2.55410 0.14547
H -1.07540 -3.88940 0.09215
H 1.20089 -1.83481 3.48927
H 2.28198 0.39517 3.65920
H 1.13631 2.40219 2.75123
H -1.12522 2.17916 1.73081
H -2.22909 -0.01446 1.65232
H -2.82335 -1.08998 4.04043
H -5.22848 -0.99400 4.48646
H -6.78333 -2.48879 3.27965
H -5.90633 -4.10481 1.62696
H -3.50251 -4.21693 1.16256
O 6.56361 2.17397 -0.97200
C 6.94034 2.18473 0.30000
O 7.85607 2.47487 0.97724
C 5.57699 1.68069 0.09316
C 4.39843 2.53664 0.27958
C 3.17595 2.01854 0.39470
N 2.90592 0.63931 0.34214
C 4.03764 -0.19860 0.15779
C 5.28795 0.24392 0.03146
C 3.71652 -1.65886 0.14216
O 4.46071 -2.55868 -0.00238
O 2.33112 -1.83637 0.32514
H 4.53577 3.60863 0.31743
H 2.31130 2.66081 0.51369
H 6.09091 -0.46903 -0.10724
```

Computed properties:
electronic energy	-2397.99342	a.u.
total charge	+2
lowest unoccupied orbital energy	-7.685	eV
frontier orbital gap	6.142	eV
maximum force	0.0038	Eh/bohr